{"formula": "C48H108B3F22N17O28S10", "method": "the ωB97M-V functional and the def2-TZVPD basis", "species": ["C", "C", "N", "C", "C", "N", "C", "C", "H", "H", "H", "H", "H", "H", "H", "H", "H", "H", "H", "C", "C", "N", "C", "C", "N", "C", "C", "H", "H", "H", "H", "H", "H", "H", "H", "H", "H", "H", "C", "C", "N", "C", "C", "N", "C", "C", "H", "H", "H", "H", "H", "H", "H", "H", "H", "H", "H", "C", "C", "N", "C", "C", "N", "C", "C", "H", "H", "H", "H", "H", "H", "H", "H", "H", "H", "H", "C", "O", "C", "C", "N", "H", "H", "C", "C", "O", "C", "H", "H", "H", "H", "H", "H", "H", "H", "H", "H", "H", "H", "H", "H", "C", "O", "C", "C", "N", "H", "H", "C", "C", "O", "C", "H", "H", "H", "H", "H", "H", "H", "H", "H", "H", "H", "H", "H", "H", "C", "O", "C", "C", "N", "H", "H", "C", "C", "O", "C", "H", "H", "H", "H", "H", "H", "H", "H", "H", "H", "H", "H", "H", "H", "C", "O", "C", "C", "N", "H", "H", "C", "C", "O", "C", "H", "H", "H", "H", "H", "H", "H", "H", "H", "H", "H", "H", "H", "H", "N", "S", "O", "O", "F", "S", "O", "O", "F", "N", "S", "O", "O", "F", "S", "O", "O", "F", "N", "S", "O", "O", "F", "S", "O", "O", "F", "N", "S", "O", "O", "F", "S", "O", "O", "F", "N", "S", "O", "O", "F", "S", "O", "O", "F", "B", "F", "F", "F", "F", "B", "F", "F", "F", "F", "B", "F", "F", "F", "F"], "xyz": [[-0.6661, 7.5508, -3.4431], [0.2490, 6.4153, -3.1940], [0.3707, 5.6153, -4.3831], [0.3238, 6.0136, -5.7533], [0.5173, 4.9103, -6.5735], [0.7277, 3.7519, -5.7756], [0.6206, 4.2073, -4.4399], [0.9460, 2.3370, -6.2543], [-1.5165, 7.3502, -4.0949], [-0.1402, 8.4498, -3.7645], [-1.1903, 7.8073, -2.5225], [-0.1261, 5.7740, -2.3963], [1.2307, 6.8485, -3.0025], [0.2582, 7.0670, -5.9824], [0.6246, 4.8074, -7.6432], [0.8244, 3.6700, -3.5256], [1.7347, 2.3115, -7.0062], [-0.0409, 1.9515, -6.5103], [1.1501, 1.6962, -5.3965], [-0.2453, 10.5412, 4.0639], [0.7470, 9.4533, 4.4313], [2.1759, 9.8383, 4.4002], [3.2821, 9.0513, 4.7737], [4.4640, 9.7429, 4.4688], [4.1398, 11.0276, 4.0484], [2.7698, 11.0726, 3.9290], [4.9340, 12.1925, 3.9152], [-0.2907, 10.9712, 3.0633], [-0.1034, 11.4253, 4.6855], [-1.3013, 10.2857, 4.1511], [0.6784, 8.5862, 3.7743], [0.5575, 9.0437, 5.4235], [3.1031, 8.0321, 5.0831], [5.5011, 9.4891, 4.6314], [2.2461, 11.9046, 3.4819], [5.5995, 12.0609, 3.0619], [5.4154, 12.4871, 4.8477], [4.2448, 12.9878, 3.6317], [3.1490, -6.8160, 0.4012], [3.0130, -8.3991, 0.2741], [3.3220, -9.1229, 1.4628], [4.5060, -9.3391, 2.0919], [4.3013, -10.2564, 3.1706], [2.9938, -10.5882, 3.2976], [2.3796, -9.9268, 2.2195], [2.3801, -11.6144, 4.0871], [4.0098, -6.5984, 1.0334], [2.2219, -6.2934, 0.6366], [3.4223, -6.4212, -0.5773], [3.7083, -8.7833, -0.4722], [1.9655, -8.5743, 0.0286], [5.4097, -8.9444, 1.6514], [5.0465, -10.7828, 3.7485], [1.4144, -10.2627, 1.8704], [2.9832, -12.4359, 4.4738], [1.4410, -11.8966, 3.6111], [1.9833, -11.1183, 4.9729], [-13.7178, -3.2999, 1.2649], [-12.5449, -4.1208, 0.8839], [-11.2443, -3.5950, 1.3294], [-10.2732, -4.3232, 1.8981], [-9.3329, -3.4351, 2.3797], [-9.6338, -2.1680, 1.9445], [-10.8397, -2.2665, 1.2776], [-8.9172, -0.9842, 2.0493], [-14.6806, -3.7674, 1.0588], [-13.7626, -2.4050, 0.6442], [-13.5636, -3.2028, 2.3396], [-12.4453, -4.1826, -0.1998], [-12.6617, -5.1675, 1.1650], [-10.3032, -5.4028, 1.9043], [-8.4888, -3.5608, 3.0417], [-11.4415, -1.4191, 0.9838], [-7.9001, -1.2536, 1.7648], [-9.1665, -0.6379, 3.0524], [-9.3378, -0.2744, 1.3370], [-0.7701, -0.7681, -0.3459], [-0.3974, 0.3347, 0.4848], [-1.4133, 0.6379, 1.3888], [-1.0590, 1.8915, 2.2068], [0.4818, 2.0497, 2.5508], [0.9307, 2.1659, 1.6535], [0.6972, 2.9170, 3.0213], [1.0535, 0.8678, 3.3140], [2.2250, 1.3485, 4.1027], [1.7938, 2.5137, 4.9393], [1.2358, 2.0565, 6.1318], [-0.5272, -1.6573, 0.2358], [-0.1311, -0.6072, -1.2142], [-1.7613, -0.7101, -0.7956], [-1.4461, -0.2571, 2.0102], [-2.3790, 0.7486, 0.8956], [-1.6863, 1.9324, 3.0973], [-1.2002, 2.8123, 1.6409], [1.4858, 0.2679, 2.5131], [0.3497, 0.4227, 4.0173], [3.0448, 1.7004, 3.4765], [2.5566, 0.5843, 4.8056], [1.6585, 1.2688, 6.7555], [0.1510, 2.0072, 6.2265], [1.4741, 2.8750, 6.8110], [11.4242, 2.5627, 7.5036], [11.1097, 2.6517, 6.1066], [10.5741, 3.9296, 5.6640], [10.0911, 3.8621, 4.2282], [11.0849, 3.0538, 3.3302], [11.4295, 2.2725, 3.8695], [10.6273, 2.5475, 2.5857], [12.2749, 3.8421, 2.7555], [11.8981, 4.6217, 1.5017], [11.5702, 3.7676, 0.4071], [11.5242, 4.4664, -0.8485], [10.5889, 3.0390, 8.0170], [12.3216, 3.1485, 7.7026], [11.4817, 1.5244, 7.8300], [11.3221, 4.7002, 5.8499], [9.7353, 4.2442, 6.2849], [9.8098, 4.8610, 3.8947], [9.1606, 3.2949, 4.2084], [13.0657, 3.1531, 2.4588], [12.5780, 4.4160, 3.6312], [12.7041, 5.2820, 1.1816], [11.0616, 5.2693, 1.7647], [11.1489, 3.7877, -1.6144], [12.4855, 4.8070, -1.2332], [10.8091, 5.2888, -0.8715], [-3.3522, -6.4301, -2.5633], [-2.9136, -6.4646, -3.9430], [-2.2481, -7.6831, -4.2909], [-2.0779, -7.7426, -5.8096], [-1.0251, -8.7302, -6.3245], [-0.1837, -8.2523, -6.6140], [-0.6540, -9.2701, -5.5558], [-1.5858, -9.8005, -7.3500], [-1.4322, -9.4613, -8.8912], [-0.1941, -9.8661, -9.4498], [-0.3719, -10.3985, -10.7887], [-3.1250, -5.5316, -1.9897], [-3.0096, -7.3112, -2.0207], [-4.4354, -6.3628, -2.4619], [-2.9566, -8.4662, -4.0208], [-1.2980, -7.7810, -3.7658], [-1.6449, -6.8767, -6.3103], [-3.0239, -7.9794, -6.2967], [-2.5910, -10.0885, -7.0420], [-0.9883, -10.6521, -7.0247], [-1.7454, -8.4288, -9.0458], [-2.2102, -10.0491, -9.3783], [-0.5219, -9.4978, -11.3839], [-1.1781, -11.1064, -10.9811], [0.6343, -10.7871, -10.9451], [-5.5783, 2.5392, -4.8333], [-5.7600, 1.4973, -5.8591], [-4.6288, 1.5350, -6.7615], [-4.7972, 0.5089, -7.8365], [-6.2466, 0.4849, -8.3065], [-6.3679, -0.1945, -9.0440], [-6.8114, 0.1844, -7.5250], [-6.7527, 1.7646, -9.0372], [-6.1081, 2.0676, -10.3752], [-4.8514, 2.5919, -10.2092], [-4.0349, 2.8364, -11.2729], [-6.2249, 2.3532, -3.9757], [-6.0295, 3.4891, -5.1200], [-4.6005, 2.7641, -4.4075], [-3.7334, 1.3305, -6.1747], [-4.4395, 2.5405, -7.1372], [-4.7237, -0.4964, -7.4218], [-4.2176, 0.7491, -8.7279], [-6.6534, 2.6718, -8.4410], [-7.8148, 1.5655, -9.1803], [-6.7465, 2.7604, -10.9234], [-6.1865, 1.1146, -10.8983], [-3.4078, 3.6408, -10.8885], [-4.5786, 3.3702, -12.0523], [-3.4861, 1.9402, -11.5624], [-9.0003, -2.2351, -5.0776], [-9.8705, -1.4713, -4.0799], [-9.3694, -0.5090, -3.0871], [-11.0493, -2.2933, -3.7675], [-10.4571, -0.5849, -5.3008], [-8.1401, -3.1203, -3.8724], [-8.8303, -4.2311, -3.2432], [-7.1929, -2.3182, -3.0671], [-7.2017, -3.8781, -4.9458], [1.8231, -5.1879, -7.5453], [1.2084, -3.9447, -8.2384], [1.9048, -3.1270, -9.1909], [0.1367, -3.3853, -7.4456], [0.3755, -4.8932, -9.2669], [2.6569, -4.1858, -6.4539], [1.9498, -3.4480, -5.4072], [3.8597, -3.5792, -6.9995], [3.3203, -5.3908, -5.6278], [3.8390, 3.6582, -0.1233], [5.2569, 2.8288, -0.7889], [6.3436, 2.5033, 0.1515], [5.6808, 3.1039, -2.1850], [4.5942, 1.3454, -0.8679], [4.7651, 4.8425, 0.1481], [5.2901, 5.7398, -0.8726], [5.6339, 4.7456, 1.3299], [3.5090, 5.6348, 0.7134], [5.7432, 5.3704, 13.4529], [7.3668, 5.0529, 13.9175], [8.4101, 4.8834, 12.8357], [7.4302, 4.3231, 15.1247], [7.6640, 6.5368, 14.3916], [5.7557, 4.1205, 12.6423], [5.5154, 2.8924, 13.3049], [6.4209, 4.0653, 11.3498], [4.3054, 4.4210, 12.1614], [-0.5910, -5.0864, 6.1171], [-1.0576, -6.1964, 4.7811], [-0.6174, -7.5999, 4.8705], [-1.1076, -5.5837, 3.4451], [-2.6037, -6.3431, 5.1688], [0.8830, -5.2123, 5.6353], [1.2555, -4.5742, 4.3553], [1.6711, -6.3374, 6.1004], [1.4170, -4.0367, 6.6206], [-1.1649, -1.0643, 11.3453], [-2.3613, -1.7380, 11.2405], [-1.4483, 0.3482, 11.5207], [-0.4229, -1.7286, 12.3224], [-0.5868, -1.2963, 10.1835], [-4.7013, 5.9173, 2.1893], [-5.2310, 4.7002, 1.7475], [-3.7378, 5.6364, 3.1781], [-3.9829, 6.6315, 1.1443], [-5.7666, 6.6034, 2.6393], [-4.4194, -1.7796, 6.2241], [-4.1851, -2.3099, 4.9579], [-5.2574, -0.6692, 6.0984], [-4.9286, -2.7699, 6.9974], [-3.2501, -1.2732, 6.8300]], "homo_lumo_gap_ev": 3.8, "multiplicity": 1, "total_energy_ha": -11184.13884, "total_charge": 0, "homo_energy_ha": -0.2141}